# 1
Formula: C17H17ClF3NO3
Source: OMol25
Level of theory: ωB97M-V/def2-TZVPD

```
42
Properties=species:S:1:pos:R:3:forces:R:3:lowdin_charge:R:1
C -2.0418 0.5890 -1.3252 -2.2979 7.0195 -3.3523 -0.365
O 0.3544 -0.1650 0.0477 -0.9531 5.8164 0.8846 -0.025
H 6.3230 2.1971 -0.0154 -0.9998 0.0177 0.2302 0.122
H -0.5984 2.6938 -0.9311 1.1002 4.2279 -6.1805 0.038
C 5.4536 0.2360 0.1324 4.9247 -2.8917 -2.8159 -0.008
H -2.7415 2.3634 0.0177 0.4967 -2.2081 -0.9579 0.175
F 5.7210 -2.6045 -0.4554 4.7811 0.6047 -3.1605 0.206
H -0.6108 2.7573 0.8793 -0.1556 -0.2708 -2.0999 0.171
C -2.6429 -0.8562 1.2778 9.9980 2.0181 -13.7265 -0.020
H 6.5761 -0.4617 -0.0271 -3.0389 2.9995 0.7811 0.210
H -1.6861 -1.3684 1.5014 -0.2308 -0.3949 -0.6709 0.164
C -4.7652 -0.3094 0.0094 1.9385 1.0473 7.6360 0.011
H 1.7762 2.8504 -0.0023 -1.2662 -3.0405 0.2790 0.135
H -4.1293 -2.8005 0.8506 -4.9380 -1.9855 7.6481 0.013
C 3.1433 -0.1213 0.0837 0.8641 -2.0866 -3.9108 0.128
H -4.7114 0.8502 0.0842 0.5391 -2.2386 -0.7596 0.103
C -2.0227 1.4487 -0.1111 0.2062 -0.5148 2.9171 -0.121
C -0.6525 2.1809 -0.1440 -1.7824 -4.9766 10.5080 -0.080
H -3.1055 -0.9771 1.9766 -10.3527 -3.3962 13.7048 -0.026
O -1.8045 1.3457 -2.3375 -0.0642 -3.8536 1.4446 0.030
F 3.7047 -2.8753 -0.5928 -1.0693 1.6193 -1.0837 0.077
C 4.4120 -0.6919 -0.1284 -1.3658 7.8560 2.4027 -0.150
C 0.4258 1.1615 0.1121 2.9806 -4.8600 -3.0908 -0.305
H -3.1227 -1.1674 -2.2802 0.4944 1.4710 0.5338 0.163
H -5.2521 -0.6935 -0.7252 -4.0957 -1.4773 -4.8012 -0.028
H 2.2837 -0.8464 -0.1709 0.9860 1.9444 1.0541 0.153
C 4.6778 -2.0181 -0.0466 -2.8571 -9.0237 1.6975 -0.673
H -5.4661 -0.5382 1.1155 2.2369 0.2150 -3.3035 0.168
H -1.6734 -1.3119 -1.2266 -1.4411 0.8771 -0.7353 0.196
N 1.6855 1.7426 0.0590 1.4773 4.6036 -0.5596 0.105
F 4.6579 -2.5542 1.1923 -0.6011 1.4118 3.0181 0.129
C -3.3946 -1.2925 -0.1612 0.2515 10.5723 5.7913 -0.460
C -3.6640 -2.6179 0.0797 4.4774 -3.2215 -10.8055 -0.071
H -2.7369 -3.2261 -0.0319 -0.2986 0.3090 0.6449 0.134
O -1.7822 1.1852 2.2052 4.6389 7.1807 12.6034 0.208
C 4.0470 2.0879 0.1601 7.1975 6.6142 -1.9645 -0.474
C -2.6976 -0.6777 -1.3508 2.8297 -6.4671 -0.5284 -0.071
C 5.3826 1.6266 0.0425 -0.1109 -1.9665 1.4417 -0.070
C -2.1747 0.5164 1.4555 -3.4950 -3.7999 -14.8908 -0.362
Cl 3.9076 3.9298 -0.2440 -0.2308 -1.9048 0.8832 0.590
H -4.1377 -2.9044 -0.8881 -0.8057 -0.8083 0.8288 0.128
C 3.0822 1.3173 -0.0871 -9.9680 -7.0386 2.4651 -0.250
```
Positions in Å, forces in eV/Å.

Values from the calculation:
Strongest force on any atom (eV/Å): 17.51
HOMO-LUMO gap (eV): 7.86
ΔE to the lowest compared entry with this formula, charge and spin (eV): 14.615
E_LUMO (eV): -0.40



# 2
Formula: C26H26BF6N9O4S2Ti
Source: OMol25
Level of theory: ωB97M-V/def2-TZVPD

```
75
Properties=species:S:1:pos:R:3:forces:R:3:lowdin_spin:R:1
C -0.5030 -0.4894 3.5520 -0.0874 0.0823 -0.0116 0.001
O 2.5441 0.9128 -2.1895 -0.0533 -0.0143 -0.1218 0.001
H 3.1591 -0.2776 0.8317 -0.0158 0.0168 -0.0065 0.001
H -2.8216 -2.3143 2.2043 0.0397 0.0167 0.0400 0.000
H 3.9026 2.6446 1.9862 -0.0012 -0.0105 -0.0090 0.000
H -4.6538 0.0107 -0.5695 0.0434 -0.0334 0.0573 0.000
H 3.4655 -3.9235 0.9761 0.0008 0.0010 0.0023 -0.001
F -2.7014 -0.1956 -3.9441 -0.0422 -0.0197 -0.0366 0.000
H 1.3029 4.8727 -0.6046 -0.0037 -0.0090 -0.0024 0.000
H 3.3198 4.8005 0.8758 -0.0061 -0.0074 0.0037 0.001
C -1.5942 2.3081 1.5403 0.0124 -0.0395 0.0148 0.007
H -0.0522 2.8191 -0.8637 0.0445 0.0134 0.0258 0.001
C 2.4203 -3.1139 -2.1305 -0.0603 0.0058 -0.0469 -0.002
C 2.7148 3.9174 0.7162 0.0273 0.0284 0.0188 0.015
C -1.4759 -2.9884 -0.7916 0.0369 -0.0164 0.0122 0.009
O 2.1252 -0.2559 -4.3182 0.0223 0.0125 -0.0148 0.000
C 0.8501 2.8127 -0.2626 -0.0179 0.0118 -0.1188 0.016
F -1.4255 0.5912 -5.5123 -0.0552 0.0180 -0.0464 0.000
H 0.9670 -1.5752 -2.4932 0.0429 -0.0465 0.0729 0.001
H 3.8128 -4.5792 -1.4029 -0.0028 0.0039 0.0008 0.002
C -2.6277 -3.4120 -1.4490 0.0226 -0.0540 -0.0010 0.001
F 4.3254 1.7795 -4.3920 -0.0090 -0.0089 -0.0303 0.000
H -4.5428 -2.2552 -1.5704 -0.0049 0.0095 -0.0050 0.000
C 2.2604 1.6053 1.0851 -0.0075 -0.0184 0.0919 0.015
N -1.7243 1.0607 1.0787 -0.0719 0.0304 -0.3164 0.017
C 3.0429 2.7208 1.3333 0.0349 -0.0603 -0.0146 -0.001
C -1.4463 0.0539 -4.2998 0.0535 -0.0091 0.1145 0.000
H 2.5349 -3.3505 -3.1785 0.0074 0.0118 0.0016 -0.001
C 3.0589 2.1987 -4.4035 0.0099 0.1101 0.0353 0.000
O -1.6255 2.2948 -2.9492 -0.0271 -0.0575 -0.0268 0.002
H -0.6846 0.9133 5.1706 0.0043 -0.0076 0.0038 0.000
F 2.9978 3.3761 -3.7796 0.0013 -0.0535 -0.0136 0.000
H 0.9142 -2.5477 2.2742 -0.0248 -0.0062 -0.0079 0.001
N 0.6438 1.6980 -3.6821 0.0806 -0.0171 -0.0611 0.001
N -2.9348 1.0064 0.4662 -0.0886 0.0115 -0.0019 0.005
H -4.2043 -1.2223 3.9573 0.0000 0.0006 -0.0120 0.000
C 2.0544 -2.3968 0.4764 -0.1686 -0.0195 -0.0226 0.022
B -3.7512 -0.2960 0.1734 0.0564 0.0317 0.0247 0.000
N 1.4157 -0.5533 1.9609 0.3242 -0.0081 -0.3314 0.012
H 1.5904 -0.6322 4.0586 -0.0194 0.0245 0.0397 0.000
C 1.5482 -2.1097 -1.7536 0.0213 0.1068 0.0928 0.024
C -3.5198 -2.3743 -1.2563 0.0306 0.0106 -0.0067 0.005
C -2.3807 -1.6138 2.9036 0.0697 -0.1285 0.0845 0.000
C -2.7100 3.0751 1.2273 -0.0321 0.0606 0.0498 0.001
C 2.9327 -3.4238 0.1777 0.0424 0.0448 0.0700 -0.003
N -1.0808 -1.3721 2.7473 0.0956 0.0128 -0.0255 0.004
C -3.5322 2.1995 0.5395 0.0285 0.0012 0.0119 0.002
F 2.6647 2.3558 -5.6601 0.0261 -0.0039 -0.0461 0.000
H -0.5222 -3.4843 -0.7039 -0.0488 -0.0115 -0.0194 0.001
C 2.6122 0.2442 1.6207 0.0225 -0.0088 -0.0326 0.006
F -0.7699 -1.0949 -4.3227 -0.0029 0.0431 -0.0090 0.000
S -0.6996 1.2178 -3.0754 0.2070 0.0604 0.1977 0.004
H -2.8939 4.1098 1.4575 0.0060 -0.0013 -0.0021 0.000
H 2.6378 -2.2022 2.5336 -0.0061 0.0019 0.0156 0.001
C -1.1902 0.1797 4.5546 0.0518 -0.0225 0.0300 0.001
N -1.6580 -1.7874 -0.2367 0.0211 0.0848 -0.1317 0.010
H -3.1048 0.4226 5.4897 -0.0059 -0.0020 0.0024 0.000
H -4.1611 -0.7301 1.2334 -0.0160 0.0921 -0.1681 0.000
C 1.6002 3.9636 -0.1016 -0.0380 0.0010 -0.0357 -0.001
H 3.2863 0.3290 2.4820 -0.0009 -0.0098 0.0053 0.000
O -0.5148 0.3484 -1.9152 0.0199 -0.0615 -0.0611 0.021
S 2.0345 0.9439 -3.5360 -0.0645 -0.0205 0.1608 0.000
N 1.3699 -1.7430 -0.4759 0.2083 -0.2182 -0.2035 0.016
H -4.5105 2.3391 0.1127 -0.0095 0.0039 0.0021 0.000
N -2.9245 -1.4191 -0.5315 -0.1229 0.0357 -0.0315 0.003
H -2.7872 -4.3278 -1.9906 0.0103 0.0038 -0.0005 0.000
C -3.1487 -1.0039 3.8815 0.0600 0.0227 0.0514 0.001
C 3.1230 -3.7857 -1.1465 0.0219 -0.0389 -0.0057 0.023
C 0.9477 -0.1678 3.2962 0.0381 0.0238 -0.0016 0.004
Ti -0.0939 -0.2012 0.1421 -0.6127 -0.1417 0.7459 1.731
C 1.7681 -1.9841 1.8990 -0.0137 0.1128 -0.0326 0.008
H 1.0742 0.9132 3.3918 0.0093 -0.0060 -0.0014 0.000
C -2.5360 -0.0905 4.7252 -0.0858 -0.0462 -0.0467 0.000
H -0.6899 2.6041 2.0506 -0.0186 -0.0064 -0.0118 0.001
N 1.1753 1.6517 0.3093 -0.0094 0.0812 0.0527 0.014
```
Positions in Å, forces in eV/Å.

Values from the calculation:
Strongest force on any atom (eV/Å): 0.98
HOMO-LUMO gap (alpha / beta) (eV): 6.45 / 8.61
Spin multiplicity: 3
ΔE to the lowest compared entry with this formula, charge and spin (eV): 0.469
E_LUMO (alpha / beta) (eV): 0.13 / 0.13



# 3
Formula: C7H15ClINOPV
Source: OMol25
Level of theory: ωB97M-V/def2-TZVPD

```
28
Properties=species:S:1:pos:R:3:forces:R:3:lowdin_spin:R:1
H -1.0640 -5.0032 0.9242 -0.2384 0.6240 0.1376 0.001
H -0.6694 3.3015 -1.5698 0.0223 0.0402 -0.1169 0.000
N -0.7629 -1.8551 0.4166 -1.2037 -0.6950 0.4299 -0.006
H 1.8693 5.0736 3.4050 -0.0950 -0.1907 -0.0583 0.000
C -1.1596 -2.8664 0.8210 -0.0094 -0.0822 0.2019 0.024
H 1.3799 4.1423 4.8656 -0.1144 -0.1700 -0.1905 0.000
H -2.7211 -4.3098 1.0346 0.5713 0.2489 0.0709 0.001
H 2.9418 1.3323 -1.4799 -0.0071 0.1484 -0.0746 0.000
C 2.1898 2.0834 -1.7345 0.0545 -0.3704 0.9720 -0.012
I 0.6142 2.8181 2.6555 -0.4130 -0.1191 -0.1898 -0.019
C 1.8451 4.0976 3.8837 0.5020 0.0282 0.0045 -0.002
H 1.4698 -0.5657 -3.1856 -0.0522 0.0902 -0.1401 0.001
V 0.0000 0.0000 0.0000 7.3910 -5.3670 1.1473 1.817
H -1.5540 2.1601 -2.5958 0.0583 0.0961 -0.0885 0.000
H -1.6186 -4.2370 2.4541 0.1225 0.4218 -0.7492 0.000
H 2.4580 2.5818 -2.6725 -0.3739 -0.1710 0.0279 -0.003
Cl 2.0171 -1.2168 -0.3778 -1.6178 1.4434 0.2468 0.021
H 1.1025 0.8437 -4.2326 -0.1087 0.1301 0.3217 -0.002
P 0.5699 1.2395 -1.8738 0.4995 2.1101 -3.3655 -0.050
H -0.2105 -0.2191 -3.6438 0.1048 0.0251 -0.1098 0.000
C -1.6653 -4.1683 1.3434 0.0860 -0.0227 -0.1896 0.004
C -1.5389 0.9291 0.2889 -9.4374 5.8018 1.3385 0.088
H -0.1934 3.0943 -3.2789 0.0600 -0.1969 0.1633 -0.001
C 0.7529 0.2328 -3.3932 -0.2475 -0.6680 0.5828 -0.007
H 2.1439 2.8196 -0.9276 0.0809 -0.0079 -0.0936 0.000
O -2.5280 1.5265 0.4749 4.7369 -2.8769 -0.8173 0.145
H 2.8331 3.6456 3.9266 -0.1432 0.0409 -0.0078 0.000
C -0.5670 2.5816 -2.3864 -0.2285 -0.3114 0.5464 0.003
```
Positions in Å, forces in eV/Å.

Values from the calculation:
Total charge: +2
Strongest force on any atom (eV/Å): 11.16
HOMO-LUMO gap (alpha / beta) (eV): 5.25 / 5.72
Spin multiplicity: 3
E_LUMO (alpha / beta) (eV): -10.46 / -10.02



# 4
Formula: C13H25AlBBrCl5O3
Source: OMol25
Level of theory: ωB97M-V/def2-TZVPD

```
49
Properties=species:S:1:pos:R:3:forces:R:3:lowdin_charge:R:1
H -1.4017 -3.1429 3.3126 -0.4786 -0.0544 0.2024 0.060
C 1.5620 0.9938 -3.4396 -0.5829 0.3612 0.1682 -0.157
O 1.4883 0.2870 3.5866 -0.0185 0.2318 0.2582 0.089
C 0.7688 0.8899 -2.1164 1.1590 -0.2061 -0.6327 -0.368
H -4.6938 -0.0430 -1.1152 -0.1464 -0.0172 -0.3483 0.085
C 3.1948 -2.0013 2.9791 0.4833 -0.0490 -0.1632 -0.269
H -5.0108 -1.0717 0.2696 -0.1554 -0.2902 0.0193 0.082
H 0.6527 0.7658 3.4917 0.2356 -0.2526 0.1425 0.063
Cl -1.9397 -4.1304 0.8520 -0.0440 -0.1639 0.1243 0.579
H 2.6246 0.8908 -3.2748 0.3113 -0.2242 0.0233 0.040
H 0.2188 -2.6921 2.9419 0.2641 -0.0037 0.1795 0.064
H 1.4171 1.9791 -3.8687 -0.1517 0.0920 -0.2559 -0.006
Cl -0.9503 -2.2172 -1.3331 0.0663 0.2177 0.1122 0.547
C -5.1030 -0.0539 -0.1068 0.7137 0.0821 0.4026 -0.114
C -0.8190 -2.4660 2.7119 0.6454 -0.3338 0.0896 -0.122
Cl 1.5148 3.3999 -6.9930 0.0099 0.0229 -0.0137 0.521
C 2.9919 -3.1828 2.0590 -0.5521 0.1048 -0.0179 -0.076
H 1.2174 0.2640 -4.1606 0.1735 -0.2789 -0.1936 0.062
Br 2.5686 -1.3333 -1.4925 0.1245 0.0520 -0.0111 0.593
C -3.0270 0.2919 0.8432 0.6706 0.2499 -0.0288 -0.265
C -1.0257 -2.6794 1.2498 -0.7916 -0.9561 1.0895 -0.851
O -4.3360 0.8136 0.7109 -0.4407 -0.2005 0.1784 -0.184
H -1.0320 1.9772 -0.0215 0.0292 0.0889 -0.2116 0.048
H 0.5763 1.9149 -1.8241 -0.3904 0.2069 0.3774 0.088
H -6.1414 0.2444 -0.0885 -0.1933 0.2352 -0.0353 0.077
H 3.7783 -3.2293 1.3220 0.3095 -0.1045 -0.1947 0.071
H 2.9123 -4.1146 2.6094 0.2116 -0.2397 0.1596 0.073
Cl -0.2983 5.1377 -5.5343 0.0089 0.0231 -0.0145 0.518
Cl 2.2943 4.4715 -4.4103 0.0439 0.1584 -0.0456 0.552
H 2.4920 -2.0200 3.8103 -0.1865 0.0584 0.1083 0.103
H -0.1717 0.3840 -2.2944 -0.2629 -0.0936 0.0566 0.064
C 1.5609 0.2783 -0.9683 -1.2358 0.0499 0.6813 -0.712
C -0.5835 -1.8411 0.3651 0.4604 1.0900 -1.7352 -0.665
B 1.8267 -0.2150 2.3381 -0.1928 0.2668 -0.2733 -0.610
Al 0.4434 -0.1076 0.7251 0.2447 0.4811 -1.1649 0.351
H 1.8243 5.6358 -6.3812 -0.0107 0.0027 -0.0117 0.004
H 2.0620 -3.0592 1.5111 -0.1855 0.0198 -0.1550 0.058
H 2.2797 1.0246 -0.6543 0.6771 -0.0880 -0.0613 0.038
C 1.3920 4.7739 -5.8919 -0.0070 -0.0849 0.0758 -1.555
O 3.0897 -0.7908 2.2279 -0.2267 -0.3907 0.6291 -0.019
C -2.1283 1.2213 1.6453 -0.2168 0.7755 -0.3050 -0.253
H -3.0170 -0.6975 1.2990 -0.3742 -0.2913 -0.0366 0.110
H 4.1883 -2.0655 3.4145 0.2448 0.1877 0.1325 0.110
H -0.2308 2.2385 1.5175 0.0784 0.2254 0.0328 0.046
H -2.6750 2.1598 1.7389 -0.2590 0.1288 0.1971 0.098
H -0.9785 -1.4343 2.9943 -0.2343 0.1983 0.1288 0.063
C -0.7972 1.5099 0.9328 0.0821 -0.9808 0.4241 -0.222
H -2.5867 0.1907 -0.1505 -0.0015 -0.1636 -0.2595 0.103
H -1.9921 0.8507 2.6602 0.0913 -0.1436 0.1758 0.089
```
Positions in Å, forces in eV/Å.

Values from the calculation:
Total charge: -1
Strongest force on any atom (eV/Å): 2.10
HOMO-LUMO gap (eV): 6.90
E_LUMO (eV): 2.23



# 5
Formula: C2H3Cl2N2P
Source: OMol25
Level of theory: ωB97M-V/def2-TZVPD

```
10
Properties=species:S:1:pos:R:3:forces:R:3:lowdin_charge:R:1
H 0.4907 1.4326 -0.7246 1.3232 -2.2940 0.1022 0.105
P -0.4557 -1.9478 -0.0547 0.2426 1.5844 0.2528 0.922
N -0.9489 -0.9322 1.0297 -0.7610 -1.7848 0.9375 -0.370
C 0.7420 0.3757 -0.2828 -4.0267 4.5966 2.4107 -0.906
Cl -1.9103 1.0189 -0.3308 -0.8466 0.6861 0.0700 0.575
Cl 2.1552 0.3328 0.6985 1.4667 0.2132 0.5225 0.617
H 0.7927 -0.9785 -1.8786 -0.0522 0.2934 1.1208 0.105
C -0.6975 0.4087 0.8273 2.3691 -1.1547 -3.8126 -0.769
N 0.4577 -0.7744 -0.9213 -0.0187 -2.9351 -2.8777 -0.339
H -0.6261 1.0641 1.6374 0.3035 0.7949 1.2738 0.060
```
Positions in Å, forces in eV/Å.

Values from the calculation:
Strongest force on any atom (eV/Å): 6.57
HOMO-LUMO gap (eV): 8.81
ΔE to the lowest compared entry with this formula, charge and spin (eV): 1.985
E_LUMO (eV): -0.54



# 6
Formula: C5H7NO
Source: OMol25
Level of theory: ωB97M-V/def2-TZVPD

```
14
Properties=species:S:1:pos:R:3:forces:R:3:lowdin_charge:R:1
N -1.0457 0.4587 -0.6035 -0.1948 0.1420 0.0334 0.011
C -1.1311 -0.3869 0.6348 -0.1207 -0.0238 0.2497 -0.158
C -0.0877 -1.3934 0.1065 0.0638 -0.0488 0.0237 -0.106
C 0.0639 -0.4498 -1.0748 0.1845 -0.1675 -0.2975 -0.197
H -0.8862 0.1472 1.5608 -0.0286 -0.0489 -0.1363 0.105
H 0.8055 -1.5915 0.7058 -0.1133 0.0708 -0.0977 0.106
C 1.1310 1.3815 0.5178 0.2799 -0.1713 0.0364 -0.225
H 0.6439 2.1537 1.1495 0.0204 -0.0864 -0.0149 0.131
H -0.5469 -2.3405 -0.1874 0.0851 0.1538 0.0731 0.106
H -2.1385 -0.7974 0.7289 0.1725 0.0694 -0.0042 0.109
C 0.3368 0.9373 -0.6799 0.1543 0.0363 -0.0684 -0.235
O 2.2501 1.0015 0.7615 -0.4625 0.0918 -0.0631 0.073
H 0.4668 1.6390 -1.5058 -0.0355 -0.0727 0.1017 0.149
H 0.1381 -0.7596 -2.1142 -0.0050 0.0551 0.1642 0.133
```
Positions in Å, forces in eV/Å.

Values from the calculation:
Strongest force on any atom (eV/Å): 0.48
HOMO-LUMO gap (eV): 10.41
ΔE to the lowest compared entry with this formula, charge and spin (eV): 2.775
E_LUMO (eV): 0.89